12 unconnected molecules or ions with the total composition C8H36O11, computed with ωB97M-V/def2-TZVPD.

```
55
Properties=species:S:1:pos:R:3:forces:R:3:nbo_charge:R:1
H 1.135326 0.478975 -2.831985 -0.0751 -0.0385 0.0947 0.22
H -3.411090 -0.720159 0.504639 -0.1162 -0.3892 -0.3754 0.51
O -0.877231 3.154802 -3.661524 -0.1410 0.5744 -0.6301 -0.97
H 2.540834 1.049441 -1.287943 0.1551 -0.0621 0.2091 0.20
O -1.435750 -2.939608 1.024966 0.0064 0.0396 -0.2217 -1.05
H -0.417298 -0.758327 3.064471 -0.1158 -0.0113 -0.2153 0.49
H -2.553558 1.207286 -0.935945 0.2093 -0.1106 0.4066 0.22
H 0.142030 1.913615 1.553439 0.1900 -0.4090 -0.0111 0.19
H 1.958308 -0.298414 3.612451 -0.3274 -0.2399 0.1053 0.50
H 1.131276 -0.969483 4.743561 0.0417 0.0544 -0.0492 0.50
H -0.906733 -3.100699 0.205382 -0.1860 0.0001 0.3308 0.51
H -2.040705 3.602019 -0.856140 -0.0396 0.0113 -0.0651 0.47
H 1.147817 -2.529624 3.041186 -0.0781 -0.4348 -0.3367 0.50
O -1.579439 4.309256 -1.315756 -0.1900 0.3012 -0.2834 -0.98
H -0.000578 3.299292 -3.264188 0.0754 -0.3227 0.1244 0.51
O 2.229917 -4.064638 0.235859 0.5217 0.3127 0.2620 -0.99
C 1.281515 -0.050467 0.069598 0.3599 -0.1073 -0.2236 -0.44
O 1.027720 3.582921 -1.714687 0.3153 0.6390 -0.4313 -0.99
O -3.035483 0.789710 1.387319 0.2908 -0.4490 0.5583 -0.99
H 3.023180 -3.508097 0.123960 -0.6336 -0.3967 0.1645 0.48
H -1.044248 2.213656 -3.632330 0.0631 -0.2153 0.1585 0.48
C 2.627433 0.607319 -0.282546 -0.3324 0.4221 -0.3889 -0.39
C 0.077870 0.796113 -0.270137 -0.1552 0.2615 0.5590 -0.04
H 4.017038 2.101974 0.413427 -0.0456 -0.0051 0.1014 0.22
H 1.217496 -1.006310 -0.449506 -0.0864 -0.1109 0.0859 0.22
O -1.326263 -0.842610 2.748575 -0.5310 -0.0828 -0.1854 -1.02
O 0.049109 -3.612679 -1.155161 0.1354 -0.0602 -0.0667 -0.99
H 1.288905 -0.257313 1.139323 -0.1707 -0.1240 0.0887 0.20
H 0.056676 -3.373765 2.318378 0.2036 0.0542 0.0192 0.51
C -0.620537 0.544721 -1.561330 -0.4120 0.1555 -0.0193 0.00
H -1.175761 2.384781 0.455134 -0.0744 -0.1534 -0.3331 0.20
H 1.163263 2.808539 -1.165130 -0.3296 0.0321 0.2533 0.48
H -2.327852 0.313421 1.906282 -0.0746 0.2850 -0.3166 0.52
C -1.925008 0.783645 -1.705378 -0.5143 0.1034 0.0124 -0.43
H 0.896105 -3.838232 -0.698073 0.0632 0.2577 -0.1420 0.51
C 3.050663 1.686583 0.710663 0.3616 -0.1072 -0.3614 -0.61
O -3.490106 -1.578118 0.008902 -0.0553 0.6741 -0.1448 -0.98
O 1.209809 -0.894519 3.783835 0.6240 0.4173 0.2699 -0.96
H -1.597190 4.042484 -2.265675 -0.0603 -0.0840 0.4289 0.51
H 3.408814 -0.148298 -0.367596 0.0153 -0.0909 0.1166 0.20
C -0.340812 1.718601 0.602029 0.1130 0.2760 -0.0080 -0.36
C 0.172469 -0.021653 -2.697720 0.2968 -0.3032 -0.1636 -0.66
H 3.165898 1.255646 1.705565 -0.0268 0.0447 0.1458 0.18
H -0.243027 -4.460874 -1.495118 -0.2474 -0.0757 -0.1601 0.48
H -3.718539 0.897123 2.053478 -0.3041 0.1566 0.0166 0.48
H 1.834019 -3.841030 1.117870 0.3754 0.0663 -0.1594 0.52
H 0.359824 -1.083484 -2.533681 0.1585 -0.0746 0.0254 0.24
H -2.503427 0.561193 -2.599554 0.4864 0.0027 -0.2678 0.20
H -1.368302 -1.608724 2.122384 0.4415 0.2757 0.3214 0.51
H 2.353411 2.520533 0.757871 -0.1276 -0.0391 0.0553 0.21
H -3.236907 -1.340835 -0.899169 -0.0659 -0.1260 0.3938 0.48
O 0.997572 -3.377645 2.579187 -0.2302 0.0791 0.0779 -1.00
H -0.355417 0.050695 -3.645168 -0.1886 0.0428 -0.0273 0.22
H -2.262292 -2.507357 0.691320 0.1614 -0.3319 -0.0214 0.51
H 0.229240 4.058606 -1.389628 0.2708 -0.5841 0.2229 0.51
```
Positions in Å, forces in eV/Å.

Summary:
- SMILES = C=C(C)C(=C)CCC.O.O.O.O.O.O.O.O.O.O.O
- energy (hartree) = -1154.06982
- frontier orbital gap (eV) = 8.803
- HOMO (eV) = -9.0402